No. 1
Here is C36H42AuClN3P2Si2 as an isolated structure from the Open Molecules 2025 dataset. Energies are from ωB97M-V/def2-TZVPD.

* Kohn-Sham gap: 0.2796 Eh
* HOMO energy: -10.48 eV
* total charge: +1

CARTESIAN COORDINATES (ANGSTROEM)
Au  0.973  0.894  0.378
C  -0.851  1.953  4.331
Si  0.254  0.536  3.838
C  -0.201  -0.990  4.806
C  2.035  0.971  4.176
N  0.087  0.179  2.131
P  -1.177  -0.485  1.300
C  -0.828  0.230  -0.192
P  -0.406  0.077  -1.824
N  1.075  0.799  -1.711
Si  2.300  1.200  -2.892
C  3.959  1.309  -2.046
C  2.405  -0.163  -4.163
C  1.924  2.842  -3.689
C  -1.565  0.932  -2.901
C  -1.279  1.116  -4.255
C  -2.172  1.789  -5.071
C  -3.364  2.271  -4.542
C  -3.658  2.083  -3.200
C  -2.757  1.421  -2.377
C  -0.305  -1.614  -2.437
C  -1.176  -2.132  -3.391
C  -1.097  -3.473  -3.745
C  -0.158  -4.296  -3.145
C  0.708  -3.786  -2.183
C  0.634  -2.452  -1.830
C  -2.762  0.017  1.980
C  -3.477  -0.785  2.867
C  -4.620  -0.292  3.481
C  -5.051  0.997  3.207
C  -4.346  1.799  2.317
C  -3.204  1.313  1.706
C  -1.152  -2.282  1.301
C  -0.007  -2.956  1.719
C  0.080  -4.331  1.566
C  -0.966  -5.031  0.981
C  -2.106  -4.361  0.555
C  -2.203  -2.988  0.717
H  -0.635  2.298  5.344
H  -1.902  1.655  4.295
H  -0.723  2.800  3.653
H  -0.129  -0.784  5.877
H  0.463  -1.827  4.582
H  -1.226  -1.307  4.605
H  2.163  1.086  5.256
H  2.340  1.913  3.715
H  2.717  0.182  3.850
H  4.203  0.394  -1.502
H  4.040  2.158  -1.365
H  4.724  1.443  -2.816
H  2.641  -1.116  -3.684
H  3.210  0.066  -4.867
H  1.495  -0.307  -4.747
H  1.723  3.598  -2.927
H  1.046  2.790  -4.336
H  2.765  3.188  -4.294
H  -0.359  0.729  -4.675
H  -1.944  1.935  -6.118
H  -4.064  2.793  -5.181
H  -4.588  2.457  -2.792
H  -2.972  1.282  -1.325
H  -1.921  -1.497  -3.852
H  -1.772  -3.874  -4.490
H  -0.100  -5.340  -3.423
H  1.435  -4.434  -1.710
H  1.303  -2.050  -1.077
H  -3.145  -1.795  3.075
H  -5.175  -0.916  4.169
H  -5.943  1.379  3.686
H  -4.689  2.804  2.107
H  -2.636  1.931  1.020
H  0.804  -2.394  2.166
H  0.963  -4.860  1.903
H  -0.897  -6.104  0.860
H  -2.920  -4.912  0.102
H  -3.094  -2.466  0.386
Cl  6.355  0.262  2.160
C  5.098  1.369  1.769
C  5.291  2.736  1.870
C  4.239  3.576  1.543
C  3.042  3.024  1.126
N  2.871  1.702  1.030
C  3.875  0.884  1.346
H  6.243  3.129  2.199
H  4.345  4.649  1.609
H  2.195  3.643  0.859
H  3.699  -0.180  1.259

No. 2
Here is a 4-piece molecular cluster, C36H42N7O3 overall at a distorted geometry from the Open Molecules 2025 dataset. Energies are from ωB97M-V/def2-TZVPD.

* Kohn-Sham gap (alpha / beta): 0.2866 / 0.1794 Eh
* spin multiplicity: 2
* ⟨S²⟩: 0.756
* HOMO energy (alpha / beta): -22.39 / -22.39 eV
* total charge: +6

CARTESIAN COORDINATES (ANGSTROEM)
C  0.407  -5.392  5.632
N  -0.282  -4.950  4.456
C  0.097  -5.544  3.295
C  -0.404  -5.124  2.081
C  -1.279  -4.043  2.069
C  -1.499  -3.310  3.249
C  -1.018  -3.773  4.469
C  -1.736  -3.492  0.753
C  -2.564  -4.234  -0.110
C  -2.820  -3.767  -1.377
N  -2.289  -2.528  -1.746
C  -1.538  -1.734  -0.962
C  -1.203  -2.251  0.284
C  -2.630  -2.090  -3.141
H  -0.165  -5.214  6.543
H  1.394  -4.937  5.708
H  0.707  -6.439  5.600
H  0.698  -6.437  3.388
H  -0.017  -5.513  1.151
H  -2.100  -2.420  3.359
H  -1.203  -3.344  5.442
H  -2.895  -5.234  0.126
H  -3.281  -4.327  -2.178
H  -1.031  -0.921  -1.460
H  -0.428  -1.685  0.780
H  -3.674  -2.282  -3.390
H  -2.076  -2.756  -3.803
H  -2.273  -1.077  -3.322
C  -4.838  7.225  -8.629
N  -4.325  6.712  -7.340
C  -2.993  6.379  -7.239
C  -2.442  5.935  -6.048
C  -3.238  5.870  -4.879
C  -4.610  6.175  -5.023
C  -5.130  6.584  -6.286
C  -2.708  5.339  -3.565
C  -1.635  4.418  -3.538
C  -1.205  3.817  -2.355
N  -1.866  4.048  -1.206
C  -2.883  4.977  -1.147
C  -3.302  5.611  -2.341
C  -1.364  3.468  0.024
H  -5.041  6.383  -9.291
H  -4.096  7.946  -8.975
H  -5.784  7.738  -8.456
H  -2.425  6.605  -8.130
H  -1.370  5.814  -5.988
H  -5.277  6.108  -4.176
H  -6.164  6.859  -6.432
H  -1.172  4.087  -4.456
H  -0.412  3.085  -2.372
H  -3.364  5.057  -0.184
H  -4.191  6.223  -2.316
H  -2.227  3.167  0.618
H  -0.832  4.202  0.628
H  -0.705  2.609  -0.096
C  3.540  1.314  -1.201
N  3.706  0.545  0.018
C  2.742  -0.365  0.312
C  2.922  -1.222  1.400
C  4.055  -1.048  2.242
C  4.910  0.017  2.019
C  4.730  0.694  0.857
C  4.378  -2.103  3.174
C  5.628  -2.739  3.030
C  5.920  -3.707  4.003
N  5.029  -4.042  5.003
C  3.810  -3.440  5.054
C  3.449  -2.516  4.101
C  5.394  -4.927  6.112
H  2.622  1.895  -1.111
H  3.493  0.745  -2.129
H  4.253  2.138  -1.195
H  1.941  -0.443  -0.408
H  2.229  -2.033  1.568
H  5.787  0.146  2.636
H  5.444  1.428  0.516
H  6.330  -2.571  2.227
H  6.877  -4.208  3.998
H  3.155  -3.848  5.810
H  2.475  -2.064  4.219
H  4.599  -4.919  6.858
H  6.153  -4.376  6.667
H  5.673  -5.901  5.708
N  -0.079  -0.022  2.725
O  0.554  -0.893  3.210
O  0.215  0.668  1.772
O  -1.232  0.173  3.101

No. 3
Here is C36H43AsN4O3OsSSb as an isolated structure from the Open Molecules 2025 dataset. Energies are from ωB97M-V/def2-TZVPD.

* Kohn-Sham gap (alpha / beta): 0.2539 / 0.1757 Eh
* spin multiplicity: 5
* ⟨S²⟩: 6.053
* HOMO energy (alpha / beta): -14.70 / -15.13 eV
* total charge: +3

CARTESIAN COORDINATES (ANGSTROEM)
Os  0.458  0.005  0.495
C  -5.401  12.134  -2.218
O  -4.545  11.761  -1.105
C  -4.056  10.566  -0.996
C  -3.228  10.353  0.152
C  -2.666  9.136  0.365
C  -2.895  8.071  -0.544
C  -3.718  8.294  -1.685
C  -4.289  9.507  -1.916
C  -2.334  6.768  -0.364
N  -2.537  5.750  -1.197
C  -1.850  4.715  -0.681
C  -1.201  5.085  0.495
N  -1.518  6.393  0.683
C  -0.392  4.182  1.259
C  0.289  4.490  2.443
C  1.029  3.512  3.065
C  1.097  2.245  2.494
N  0.459  1.933  1.367
C  -0.293  2.876  0.752
C  -0.976  2.474  -0.462
N  -0.820  1.185  -0.850
C  -1.407  0.775  -1.969
C  -2.189  1.621  -2.754
C  -2.368  2.927  -2.368
C  -1.748  3.375  -1.195
H  -5.649  13.174  -2.040
H  -6.300  11.521  -2.206
H  -4.851  12.028  -3.150
H  -3.076  11.187  0.824
H  -2.044  8.998  1.239
H  -3.879  7.471  -2.367
H  -4.911  9.664  -2.784
H  -1.217  6.981  1.442
H  0.240  5.482  2.872
H  1.563  3.709  3.982
H  1.675  1.455  2.954
H  -1.258  -0.257  -2.246
H  -2.644  1.233  -3.655
H  -2.971  3.611  -2.950
O  -1.714  -1.861  -0.368
C  -0.664  -2.282  -0.832
O  0.487  -1.660  -0.594
C  -0.576  -3.481  -1.692
C  -1.754  -4.171  -1.986
C  -1.709  -5.306  -2.776
C  -0.492  -5.755  -3.274
C  0.682  -5.070  -2.985
C  0.643  -3.934  -2.195
H  -2.693  -3.804  -1.596
H  -2.619  -5.841  -3.009
H  -0.458  -6.641  -3.893
H  1.625  -5.425  -3.377
H  1.552  -3.400  -1.962
C  3.729  -0.757  3.090
C  4.175  0.227  2.013
Sb  3.108  -0.043  0.188
C  3.822  1.522  -1.075
C  3.007  2.804  -0.954
C  3.905  -1.831  -0.636
C  5.411  -1.736  -0.860
H  4.278  -0.584  4.016
H  3.917  -1.789  2.790
H  2.662  -0.670  3.311
H  5.231  0.104  1.771
H  4.043  1.265  2.323
H  3.805  1.134  -2.094
H  4.867  1.685  -0.807
H  1.968  2.643  -1.254
H  3.420  3.578  -1.600
H  3.012  3.195  0.067
H  3.362  -2.005  -1.565
H  3.642  -2.636  0.052
H  5.670  -0.940  -1.559
H  5.784  -2.670  -1.279
H  5.952  -1.561  0.070
C  -1.568  -2.803  4.683
As  -1.569  -2.563  2.779
C  -0.614  -4.062  2.060
C  -3.401  -2.526  2.225
S  -0.572  -0.640  2.565
H  -2.092  -3.728  4.920
H  -2.076  -1.962  5.150
H  -0.541  -2.857  5.036
H  -1.005  -4.954  2.551
H  0.440  -3.945  2.304
H  -0.756  -4.148  0.987
H  -3.812  -3.521  2.399
H  -3.456  -2.268  1.173
H  -3.923  -1.799  2.843

> Which of these has the lowest total charge?

C36H42AuClN3P2Si2